Record 1
{
  "formula": "C12H44N10O10",
  "method": "wB97M-V/def2-TZVPD",
  "species": ["N", "C", "N", "O", "H", "H", "H", "H", "N", "C", "N", "O", "H", "H", "H", "H", "N", "C", "N", "O", "H", "H", "H", "H", "N", "C", "N", "O", "H", "H", "H", "H", "N", "C", "N", "O", "H", "H", "H", "H", "C", "C", "O", "H", "H", "H", "H", "H", "H", "C", "C", "O", "H", "H", "H", "H", "H", "H", "C", "O", "H", "H", "H", "H", "C", "O", "H", "H", "H", "H", "C", "O", "H", "H", "H", "H"],
  "coordinates": [[2.406000, -18.602000, -8.044000], [1.935000, -19.782000, -7.954000], [2.670000, -20.544000, -8.616000], [0.818000, -20.197000, -7.265000], [1.900000, -17.858000, -7.631000], [3.259000, -18.458000, -8.373000], [2.329000, -21.509000, -8.819000], [3.485000, -20.208000, -9.067000], [-1.754000, -25.250000, -12.699000], [-2.797000, -25.931000, -12.265000], [-3.043000, -25.582000, -11.026000], [-3.600000, -26.704000, -13.042000], [-1.497000, -25.450000, -13.753000], [-0.915000, -24.852000, -12.165000], [-3.759000, -26.270000, -10.753000], [-2.283000, -25.452000, -10.346000], [-3.892000, -24.445000, -7.834000], [-2.579000, -24.605000, -7.629000], [-2.311000, -24.729000, -6.327000], [-1.827000, -24.739000, -8.779000], [-4.150000, -24.097000, -8.821000], [-4.679000, -24.958000, -7.352000], [-1.328000, -25.096000, -6.207000], [-2.863000, -24.204000, -5.552000], [-2.765000, -22.827000, -12.878000], [-1.741000, -21.968000, -12.916000], [-2.068000, -20.725000, -12.931000], [-0.475000, -22.449000, -12.700000], [-2.318000, -23.826000, -12.896000], [-3.777000, -22.629000, -12.678000], [-1.248000, -20.106000, -12.823000], [-2.945000, -20.363000, -13.204000], [-4.094000, -23.288000, -10.366000], [-5.301000, -22.804000, -10.156000], [-6.264000, -23.664000, -10.014000], [-5.641000, -21.457000, -10.060000], [-3.342000, -22.621000, -10.548000], [-3.724000, -24.232000, -10.752000], [-7.096000, -23.497000, -9.423000], [-6.077000, -24.689000, -10.123000], [-0.886000, -17.676000, -10.148000], [0.189000, -18.047000, -11.122000], [-0.365000, -18.400000, -12.372000], [-1.690000, -18.371000, -9.924000], [-1.234000, -16.618000, -10.312000], [-0.403000, -17.690000, -9.205000], [0.899000, -18.828000, -10.885000], [0.799000, -17.207000, -11.336000], [0.175000, -17.911000, -12.980000], [-3.287000, -19.575000, -5.769000], [-2.409000, -20.247000, -6.792000], [-3.353000, -20.750000, -7.716000], [-2.871000, -19.144000, -4.965000], [-4.078000, -20.148000, -5.313000], [-3.806000, -18.775000, -6.304000], [-1.820000, -21.101000, -6.369000], [-1.700000, -19.588000, -7.118000], [-2.836000, -20.916000, -8.476000], [-1.147000, -21.771000, -9.736000], [-2.415000, -21.148000, -10.053000], [-0.283000, -21.142000, -9.956000], [-1.144000, -22.763000, -10.189000], [-1.151000, -21.869000, -8.620000], [-2.292000, -20.769000, -10.972000], [-4.685000, -18.293000, -9.536000], [-5.980000, -18.769000, -9.820000], [-4.108000, -19.024000, -10.052000], [-4.328000, -18.275000, -8.504000], [-4.654000, -17.311000, -9.993000], [-6.079000, -19.673000, -9.574000], [1.365000, -23.566000, -8.184000], [1.349000, -23.149000, -9.513000], [0.508000, -24.216000, -8.001000], [1.383000, -22.710000, -7.581000], [2.285000, -24.143000, -8.083000], [1.076000, -23.890000, -9.991000]],
  "atomic_forces_ev_per_a": [[-3.756, 4.898, 2.566], [-8.155, -2.302, 5.160], [1.875, -7.543, -3.074], [4.902, 2.249, -3.238], [-0.116, 0.645, 0.457], [4.112, 1.073, -1.653], [0.768, 1.251, 0.035], [0.419, -0.132, -0.552], [4.997, -0.449, -5.068], [-3.198, -3.728, -5.148], [-2.197, -2.707, 2.507], [4.042, 3.956, 4.005], [-0.581, 0.429, 2.963], [-1.960, -0.764, -0.676], [0.332, 0.589, 0.844], [-0.245, 0.140, 0.319], [-3.129, 0.130, -1.991], [-0.302, -1.053, -5.062], [2.824, -0.110, 1.524], [-1.547, 0.616, 5.986], [0.851, -0.610, 2.111], [1.930, 1.090, -0.209], [-1.664, 0.976, 0.722], [1.607, -1.378, -2.290], [-0.029, -2.258, -0.564], [3.759, -5.005, 1.967], [2.559, 3.936, 0.276], [-5.030, 2.213, -1.428], [-2.031, 2.096, 0.096], [1.862, -0.032, -0.553], [-0.887, 0.260, -0.302], [-0.775, 0.179, -0.280], [2.193, -0.213, -1.335], [-1.288, 8.269, 0.246], [-3.267, -4.397, 1.067], [2.166, -6.447, -0.479], [-0.633, 0.493, 0.620], [-1.712, 1.234, 0.680], [0.991, 0.518, -0.997], [-0.091, 1.555, 0.102], [0.134, 0.981, 0.552], [-0.445, -0.470, -0.423], [-0.583, -0.276, -0.797], [-0.282, -0.190, -0.907], [0.006, -1.246, -0.016], [0.659, 0.417, 1.323], [-0.159, -0.505, 0.949], [0.698, 1.214, 0.360], [-0.033, -0.052, -0.990], [-1.737, -0.180, -2.080], [-2.275, -2.802, 2.739], [0.028, 0.422, 1.215], [2.350, 1.665, 2.778], [-0.280, -0.946, -0.378], [-0.067, 0.042, 0.019], [-0.288, 0.460, -0.009], [1.723, 1.858, -1.587], [-0.043, -0.283, -1.837], [-0.569, -0.046, 1.554], [1.415, 0.723, -2.164], [-0.178, -0.205, -0.451], [0.536, 0.246, 0.034], [0.161, -0.203, -0.898], [-0.469, -0.305, 1.426], [-0.556, -0.654, -0.666], [-1.230, 1.942, 0.562], [1.628, -0.087, -0.450], [-0.529, 0.062, 0.223], [0.414, 0.198, 0.009], [0.290, -1.321, 0.224], [0.476, -1.879, -0.311], [0.415, 2.074, -0.085], [-0.088, 0.211, 0.394], [-0.220, 1.069, 1.211], [0.110, -0.176, 0.765], [-0.608, -1.424, -1.643]],
  "lowdin_charge": [0.195, -0.660, 0.193, -0.099, 0.124, 0.062, 0.110, 0.118, 0.097, -0.606, 0.119, -0.069, 0.202, 0.161, 0.153, 0.090, 0.124, -0.551, 0.141, -0.142, 0.065, 0.139, 0.135, 0.174, 0.136, -0.633, 0.173, -0.127, 0.050, 0.140, 0.107, 0.126, 0.103, -0.590, 0.144, -0.105, 0.067, 0.063, 0.139, 0.129, -0.053, -0.308, -0.085, 0.063, 0.106, 0.045, 0.104, 0.099, 0.082, -0.075, -0.314, -0.074, 0.023, 0.074, 0.072, 0.114, 0.062, -0.025, -0.104, -0.193, 0.084, 0.054, 0.089, 0.078, -0.165, -0.124, 0.044, 0.062, 0.078, 0.004, -0.149, -0.117, 0.064, 0.046, 0.087, 0.053],
  "e_homo_ev": -8.49,
  "smiles": "NC(N)=O.NC(N)=O.NC(N)=O.NC(N)=O.NC(N)=O.CCO.CCO.CO.CO.CO",
  "multiplicity": 1
}


Record 2
{
  "formula": "C42H49IrN4O8P2Te",
  "method": "wB97M-V/def2-TZVPD",
  "species": ["Ir", "O", "P", "O", "O", "O", "P", "O", "O", "O", "H", "H", "C", "C", "C", "C", "C", "C", "C", "N", "C", "N", "C", "C", "C", "C", "C", "C", "C", "N", "C", "C", "C", "C", "C", "C", "C", "H", "H", "H", "H", "H", "H", "H", "H", "H", "H", "H", "H", "H", "H", "H", "H", "H", "H", "H", "H", "H", "H", "C", "C", "O", "N", "Te", "C", "C", "C", "C", "C", "C", "C", "C", "C", "C", "C", "C", "C", "C", "C", "C", "C", "C", "H", "H", "H", "H", "H", "H", "H", "H", "H", "H", "H", "H", "H", "H", "H", "H", "H", "H", "H", "H", "H", "H", "H", "H", "H"],
  "coordinates": [[-1.012068, -2.516267, -0.182140], [0.359600, -5.246481, 2.428970], [-1.210969, -5.003624, 2.095064], [-2.034929, -5.554310, 3.181318], [-1.354876, -3.547138, 1.694012], [-1.345453, -5.881871, 0.729253], [-1.815583, -5.345008, -0.730768], [-1.600372, -6.676163, -1.600772], [-3.212595, -4.890066, -0.747068], [-0.723715, -4.370010, -1.171137], [0.399466, -5.786854, 3.225683], [-0.661506, -6.815182, -1.765688], [2.182670, 1.298315, -1.675086], [3.224701, 0.674670, -2.560001], [3.896865, 1.449736, -3.500614], [4.889004, 0.918499, -4.311521], [5.230707, -0.419328, -4.199555], [4.558012, -1.220095, -3.290318], [3.564628, -0.686700, -2.476980], [2.914638, -1.551605, -1.553388], [1.547863, -1.708916, -1.497506], [0.923222, -1.398761, -2.643150], [-0.461486, -1.233548, -2.882772], [-1.395748, -1.684423, -1.955481], [-2.737705, -1.529525, -2.327432], [-3.111216, -0.935874, -3.519823], [-2.143604, -0.468908, -4.398838], [-0.801113, -0.616124, -4.094572], [0.262613, -0.128089, -5.043966], [0.948061, -2.144671, -0.416290], [1.808286, -2.516162, 0.681631], [2.152460, -1.558142, 1.624540], [3.011123, -1.859692, 2.668243], [3.546294, -3.134942, 2.760289], [3.228756, -4.079330, 1.797174], [2.367824, -3.796383, 0.739556], [2.094015, -4.843801, -0.298272], [2.387556, 2.357940, -1.520572], [2.148456, 0.815055, -0.700297], [1.181748, 1.215569, -2.110987], [3.644796, 2.500934, -3.579193], [5.398222, 1.552675, -5.025916], [6.005464, -0.843230, -4.824878], [4.786839, -2.275181, -3.204365], [3.455966, -1.999690, -0.833339], [1.537477, -1.163412, -3.403915], [-3.514777, -1.908589, -1.677410], [-4.161440, -0.835687, -3.764209], [-2.428018, 0.007282, -5.330485], [-0.196008, 0.335066, -5.916452], [0.896744, -0.943394, -5.410268], [0.920840, 0.615483, -4.581764], [1.740061, -0.562619, 1.527135], [3.253805, -1.101071, 3.401570], [4.212544, -3.393552, 3.573708], [3.651810, -5.074794, 1.861561], [2.735331, -5.708625, -0.131295], [2.265693, -4.466447, -1.309327], [1.051230, -5.157525, -0.260285], [-3.782688, -1.759746, 0.795803], [-2.894855, -0.529130, 0.624749], [-3.424811, 0.579280, 0.497566], [-1.549438, -0.769570, 0.692011], [-0.464412, 1.134622, 0.880022], [-0.092088, 3.228635, 0.275819], [-0.464808, 3.640193, -1.004693], [-1.324999, 2.820071, -1.937926], [-0.064379, 4.904204, -1.449055], [0.679559, 5.760694, -0.656403], [1.102819, 7.117141, -1.153846], [1.034222, 5.333113, 0.619974], [0.665440, 4.081208, 1.094132], [1.066096, 3.676055, 2.488268], [-1.631079, 1.576024, 2.591279], [-2.542952, 2.637279, 2.626949], [-2.806670, 3.556099, 1.465302], [-3.276490, 2.844843, 3.792842], [-3.163161, 2.015840, 4.897781], [-3.987848, 2.244289, 6.135955], [-2.287407, 0.944463, 4.817265], [-1.514813, 0.704356, 3.684344], [-0.650467, -0.528102, 3.685191], [-4.734266, -1.578614, 0.298027], [-3.951207, -1.902907, 1.864526], [-3.382245, -2.713568, 0.428068], [-1.465255, 1.791885, -1.609409], [-0.901400, 2.809557, -2.944780], [-2.321312, 3.264525, -2.007974], [-0.356839, 5.223362, -2.445707], [0.663436, 7.332737, -2.127711], [2.188827, 7.178650, -1.254078], [0.795180, 7.903746, -0.462269], [1.613956, 5.992244, 1.260363], [1.714055, 4.427933, 2.939532], [1.592965, 2.718897, 2.484244], [0.188664, 3.546606, 3.126700], [-2.790014, 2.998557, 0.531628], [-2.071869, 4.362910, 1.408481], [-3.794270, 4.004534, 1.577898], [-3.981493, 3.669685, 3.818570], [-4.577942, 3.156813, 6.052164], [-3.354481, 2.329594, 7.021178], [-4.675145, 1.412983, 6.305852], [-2.200275, 0.259409, 5.655199], [-0.317044, -0.753403, 4.699164], [0.230728, -0.415259, 3.057851], [-1.199770, -1.392102, 3.297536]],
  "atomic_forces_ev_per_a": [[-0.286, 0.221, -0.503], [-0.057, -0.033, 0.024], [-0.052, 0.049, -0.135], [0.016, -0.022, 0.006], [0.279, -0.038, 0.126], [-0.127, 0.035, -0.019], [0.055, -0.171, 0.306], [-0.058, 0.030, -0.054], [-0.018, 0.011, 0.001], [0.085, 0.080, -0.075], [-0.016, 0.017, -0.010], [-0.011, -0.001, 0.005], [0.039, 0.017, -0.060], [0.019, -0.084, 0.028], [0.054, -0.028, -0.007], [-0.013, 0.048, -0.012], [0.016, -0.035, 0.012], [0.003, -0.002, -0.021], [-0.030, 0.042, 0.037], [-0.114, 0.002, 0.049], [-0.092, -0.068, 0.043], [-0.120, 0.047, 0.117], [0.006, -0.013, 0.082], [0.052, 0.063, -0.097], [0.042, -0.047, -0.025], [0.003, 0.017, -0.023], [-0.013, -0.009, 0.011], [0.015, -0.009, 0.016], [-0.001, 0.003, -0.009], [0.067, -0.040, -0.059], [0.137, -0.003, -0.094], [-0.053, 0.108, 0.059], [-0.061, 0.003, 0.001], [-0.017, -0.053, -0.061], [0.043, 0.044, 0.064], [0.083, -0.021, -0.050], [-0.051, -0.031, 0.047], [-0.013, -0.010, -0.025], [0.008, -0.033, 0.063], [0.017, -0.007, 0.022], [-0.006, -0.001, 0.010], [-0.004, 0.001, 0.000], [-0.001, -0.003, 0.002], [-0.002, -0.001, -0.002], [0.016, 0.028, 0.083], [0.003, 0.019, -0.003], [0.009, -0.002, -0.003], [0.000, -0.001, 0.001], [-0.001, -0.001, 0.003], [0.002, 0.011, 0.004], [0.000, -0.002, -0.006], [-0.001, -0.003, -0.003], [-0.019, -0.013, -0.023], [0.000, 0.000, 0.000], [0.005, -0.001, -0.001], [-0.003, -0.004, 0.002], [0.033, 0.001, -0.007], [-0.014, 0.000, -0.007], [0.139, 0.040, 0.010], [0.020, 0.130, 0.036], [0.445, -0.110, -0.159], [0.109, -0.235, 0.115], [-0.858, 0.185, 0.292], [0.122, -0.109, -0.222], [0.124, 0.029, -0.056], [0.077, 0.046, 0.029], [-0.012, 0.042, 0.037], [-0.020, -0.025, 0.001], [-0.005, 0.001, -0.011], [0.003, 0.007, -0.002], [-0.001, 0.009, 0.007], [0.015, -0.011, -0.030], [-0.008, 0.001, 0.015], [-0.043, -0.044, -0.025], [0.008, 0.051, 0.055], [-0.066, 0.014, 0.071], [-0.008, -0.006, 0.011], [0.010, -0.006, -0.037], [0.005, -0.006, 0.005], [0.045, 0.029, 0.007], [-0.028, -0.026, 0.001], [-0.012, -0.060, 0.053], [0.003, -0.002, 0.028], [0.003, -0.031, 0.005], [0.079, -0.009, -0.042], [0.015, -0.032, -0.008], [-0.003, -0.009, -0.012], [-0.004, -0.002, -0.013], [-0.002, 0.008, -0.005], [0.000, 0.002, -0.002], [0.002, 0.003, 0.000], [0.000, 0.002, -0.001], [0.001, 0.000, -0.001], [0.007, 0.001, 0.005], [0.005, 0.004, 0.007], [0.021, 0.004, -0.009], [-0.031, -0.014, -0.028], [-0.056, -0.040, -0.015], [-0.015, 0.000, -0.002], [-0.007, 0.003, 0.002], [-0.003, 0.004, 0.001], [-0.001, 0.000, 0.000], [0.001, 0.002, -0.002], [-0.001, 0.007, 0.004], [-0.024, -0.024, 0.023], [0.005, 0.007, 0.031], [0.087, 0.066, 0.002]],
  "mulliken_spin": [0.017, 0.000, 0.003, 0.000, 0.014, -0.001, -0.005, 0.000, 0.001, -0.001, 0.000, 0.000, 0.045, 0.009, 0.000, 0.000, 0.000, 0.000, 0.004, 0.001, -0.007, -0.006, -0.007, 0.024, -0.007, 0.000, -0.002, -0.009, 0.001, -0.018, 0.002, -0.007, 0.001, 0.001, -0.001, 0.002, -0.001, 0.000, -0.020, -0.003, 0.000, 0.000, 0.000, 0.000, 0.000, 0.000, 0.000, 0.000, 0.000, 0.000, 0.000, 0.000, 0.001, 0.000, 0.000, 0.000, 0.000, 0.000, 0.001, 0.051, -0.017, 0.036, 0.393, 0.183, 0.283, -0.067, 0.044, 0.011, -0.009, 0.002, 0.017, -0.046, 0.033, 0.034, -0.036, 0.028, 0.000, 0.005, -0.001, -0.004, -0.010, 0.006, 0.009, -0.002, -0.011, 0.032, 0.001, 0.008, -0.001, 0.000, -0.001, 0.000, 0.005, 0.001, -0.002, -0.003, 0.004, 0.000, 0.001, 0.000, 0.000, 0.000, 0.001, 0.000, -0.001, -0.004, -0.003],
  "s_squared": 0.7610,
  "e_homo_ev": [-4.01, -4.85],
  "total_charge": -1,
  "multiplicity": 2
}